Density functional theory data (wB97M-V/def2-TZVPD) for one molecule with the formula C6H12.

Summary:
- molecular weight (g mol⁻¹) = 84.16
- gap between HOMO and LUMO (Ha) = 0.4068
- lowest unoccupied orbital energy (eV) = 1.20
- SMILES = CC[C@H]1C[C@H]1C
- ΔE to the lowest compared entry with this formula, charge and spin (eV) = 1.571

Atoms and positions in Å:
C 1.898 1.088 -0.593
C 1.336 -0.171 0.181
C 0.094 -0.876 -0.418
C -0.985 -1.684 0.303
C -1.308 -0.344 -0.289
C -1.589 0.827 0.620
H 1.933 0.876 -1.651
H 1.305 2.017 -0.444
H 2.906 1.366 -0.231
H 1.210 0.452 1.047
H 2.111 -0.949 0.318
H 0.319 -1.302 -1.400
H -0.954 -1.775 1.386
H -1.398 -2.567 -0.193
H -1.894 -0.353 -1.206
H -2.636 0.833 0.944
H -1.387 1.775 0.108
H -0.964 0.786 1.519

Density functional theory data (wB97M-V/def2-TZVPD) for C42H48N3O2PdS3 as an isolated structure.

Summary:
- molecular weight (g mol⁻¹) = 829.49
- gap between HOMO and LUMO (spin up / spin down) (Ha) = 0.2213 / 0.2196
- charge = -1
- lowest unoccupied orbital energy (spin up / spin down) (eV) = 1.91 / 1.84
- ΔE to the lowest compared entry with this formula, charge and spin (eV) = 0.753

Atoms and positions in Å:
Pd 0.844 0.121 1.227
C 3.137 4.075 1.385
C 2.942 2.611 1.065
N 1.740 2.196 0.835
N 0.749 3.122 0.795
C -0.345 2.897 1.423
S -0.657 1.648 2.544
S -1.653 4.074 1.209
C -0.720 5.579 0.764
C -0.270 5.715 -0.660
C 0.470 6.843 -1.002
C 0.915 7.031 -2.297
C 0.612 6.098 -3.275
C -0.123 4.974 -2.941
C -0.560 4.781 -1.641
C 4.098 1.739 1.004
C 5.316 2.298 0.604
C 6.475 1.563 0.514
C 6.439 0.206 0.825
C 5.267 -0.381 1.217
C 4.045 0.340 1.336
O 3.018 -0.270 1.781
H 2.343 4.390 2.064
H 3.038 4.668 0.475
H 4.100 4.264 1.849
H 0.143 5.606 1.432
H -1.394 6.402 1.022
H 0.698 7.584 -0.246
H 1.500 7.907 -2.546
H 0.943 6.253 -4.293
H -0.358 4.244 -3.701
H -1.129 3.900 -1.382
H 5.342 3.337 0.313
H 7.397 2.033 0.197
H 7.340 -0.390 0.741
H 5.241 -1.436 1.460
C -1.400 -3.160 -5.228
C -0.485 -2.824 -4.090
C 0.644 -2.044 -4.299
C 1.431 -1.639 -3.236
C 1.101 -2.023 -1.950
C 0.005 -2.839 -1.734
C -0.780 -3.238 -2.797
S 2.015 -1.278 -0.565
C 2.563 -2.903 0.095
O 3.183 -0.667 -1.197
H -0.862 -3.158 -6.172
H -2.185 -2.405 -5.285
H -1.877 -4.126 -5.079
H 0.892 -1.729 -5.303
H 2.299 -1.011 -3.377
H -0.256 -3.130 -0.733
H -1.642 -3.861 -2.610
H 3.026 -3.497 -0.686
H 1.682 -3.389 0.490
H 3.258 -2.680 0.894
C -4.760 -1.389 -2.241
C -3.381 -0.907 -1.874
C -2.671 -0.076 -2.727
C -1.430 0.420 -2.332
C -0.599 1.278 -3.241
C -0.936 0.085 -1.097
C -1.579 -0.834 -0.224
C -2.835 -1.305 -0.666
N -0.901 -1.197 0.878
C -1.417 -1.954 1.995
C -2.678 -1.301 2.588
C -3.121 -2.044 3.844
C -2.008 -1.994 4.888
C -0.760 -2.677 4.331
C -1.084 -4.132 3.999
C -2.179 -4.165 2.936
C -3.438 -3.494 3.481
C -1.705 -3.439 1.674
C -0.307 -1.946 3.071
H -5.031 -1.080 -3.250
H -5.498 -0.975 -1.551
H -4.823 -2.476 -2.179
H -3.091 0.206 -3.683
H -1.214 1.854 -3.930
H 0.061 0.636 -3.825
H 0.029 1.951 -2.661
H 0.002 0.554 -0.775
H -3.411 -1.994 -0.068
H -3.483 -1.308 1.855
H -2.451 -0.259 2.814
H -4.021 -1.563 4.249
H -2.326 -2.488 5.811
H -1.784 -0.951 5.119
H 0.042 -2.642 5.077
H -1.417 -4.653 4.901
H -0.192 -4.642 3.632
H -2.407 -5.211 2.686
H -3.803 -4.036 4.360
H -4.225 -3.516 2.724
H -2.457 -3.534 0.891
H -0.791 -3.918 1.314
H 0.595 -2.413 2.653
H -0.062 -0.899 3.320

Density functional theory data (wB97M-V/def2-TZVPD) for a 11-piece molecular cluster, C8H34O10 overall.

Summary:
- molecular weight (g mol⁻¹) = 290.35
- gap between HOMO and LUMO (Ha) = 0.3440
- lowest unoccupied orbital energy (eV) = 0.03
- SMILES = C/C=C/C=C/CCC.O.O.O.O.O.O.O.O.O.O
- ΔE to the lowest compared entry with this formula, charge and spin (eV) = 3.038

Atoms and positions in Å:
C 2.976 -2.074 -2.787
C 1.794 -1.149 -2.731
C 1.622 -0.308 -1.711
C 0.458 0.613 -1.638
C -0.666 0.260 -1.007
C -1.879 1.138 -0.851
C -2.684 0.845 0.423
C -1.973 1.330 1.685
H 3.494 -2.171 -1.833
H 3.708 -1.799 -3.539
H 2.649 -3.093 -3.010
H 1.143 -1.212 -3.597
H 2.344 -0.230 -0.911
H 0.628 1.598 -2.077
H -0.788 -0.719 -0.562
H -2.555 0.944 -1.705
H -1.601 2.195 -0.882
H -2.867 -0.221 0.537
H -3.657 1.331 0.341
H -2.657 1.343 2.542
H -1.112 0.727 1.951
H -1.621 2.365 1.594
O -0.165 -1.085 3.766
H -0.966 -1.373 4.217
H -0.147 -1.642 2.947
O 2.493 -1.716 0.816
H 1.559 -1.942 1.060
H 3.040 -2.265 1.396
O 0.410 1.632 3.928
H 0.213 0.666 3.864
H 1.288 1.724 3.516
O -0.343 4.960 -0.106
H 0.282 5.643 0.193
H -0.290 4.257 0.572
O 0.013 -2.697 1.511
H -0.775 -2.657 0.907
H 0.131 -3.647 1.681
O -0.457 3.007 1.729
H -0.858 2.276 1.251
H -0.254 2.638 2.631
O -1.692 0.040 -3.849
H -1.042 0.675 -3.496
H -1.669 0.153 -4.822
O -1.217 -2.333 -2.581
H -1.468 -1.487 -3.015
H -0.249 -2.284 -2.522
O 3.480 0.735 1.432
H 2.943 1.368 0.919
H 3.124 -0.145 1.212
O -2.153 -2.744 -0.060
H -2.737 -3.515 -0.085
H -1.898 -2.527 -0.999

Density functional theory data (wB97M-V/def2-TZVPD) for C4H5BrOS as an isolated structure.

Summary:
- molecular weight (g mol⁻¹) = 181.05
- gap between HOMO and LUMO (Ha) = 0.3130
- lowest unoccupied orbital energy (eV) = 0.33
- ΔE to the lowest compared entry with this formula, charge and spin (eV) = 3.657

Atoms and positions in Å:
C 0.108 1.505 -0.068
C -1.513 0.314 -0.796
C 1.129 0.724 -0.158
C 0.947 -0.714 -0.570
O -0.606 -1.662 1.222
S -0.781 -1.122 -0.433
Br -3.050 0.655 0.180
H -0.171 2.527 0.143
H 2.191 1.049 0.190
H -1.235 -1.163 1.852
H 1.431 -0.803 -1.609
H 1.551 -1.311 0.047

Density functional theory data (wB97M-V/def2-TZVPD) for one molecule with the formula C2H5NO2S.

Summary:
- molecular weight (g mol⁻¹) = 107.13
- gap between HOMO and LUMO (Ha) = 0.3259
- lowest unoccupied orbital energy (eV) = 0.36
- SMILES = COC(=S)NO
- ΔE to the lowest compared entry with this formula, charge and spin (eV) = 2.551

Atoms and positions in Å:
C -0.925 -1.213 -0.006
O 0.490 -1.135 -0.309
C 1.209 -0.058 -0.092
S 2.861 -0.049 -0.158
N 0.572 1.117 0.210
O -0.557 1.534 -0.468
H -1.072 -0.584 0.842
H -1.112 -2.263 0.199
H -1.521 -0.861 -0.811
H 1.260 1.852 0.326
H -1.206 1.660 0.266

Density functional theory data (wB97M-V/def2-TZVPD) for one molecule with the formula C20H24N2O2.

Summary:
- molecular weight (g mol⁻¹) = 324.42
- gap between HOMO and LUMO (Ha) = 0.3101
- lowest unoccupied orbital energy (eV) = 0.62
- SMILES = C[C@@H]1CN(Cc2ccc(-c3ccc(CN(C)C)cc3)cc2)C(=O)O1
- ΔE to the lowest compared entry with this formula, charge and spin (eV) = 4.379

Atoms and positions in Å:
C 0.145 -4.691 -0.796
C -1.348 -4.935 -0.653
C -2.124 -3.615 -0.648
N -3.199 -3.896 0.257
C -3.840 -2.806 0.955
C -3.048 -1.533 1.001
C -1.992 -1.413 1.859
C -0.981 -0.331 1.726
C -1.281 0.646 0.794
C -0.357 1.764 0.530
C -0.318 2.404 -0.690
C 0.556 3.460 -0.978
C 1.569 3.815 -0.085
C 2.708 4.651 -0.540
N 3.738 3.711 -0.988
C 5.055 3.570 -0.282
C 3.425 2.627 -1.934
C 1.596 3.122 1.145
C 0.588 2.158 1.481
C -2.496 0.659 0.077
C -3.355 -0.448 0.210
C -2.766 -4.947 1.081
O -3.301 -5.134 2.122
O -1.653 -5.535 0.560
H 0.662 -5.485 -0.140
H 0.593 -4.686 -1.749
H 0.367 -3.666 -0.434
H -1.716 -5.520 -1.508
H -2.414 -3.187 -1.661
H -1.408 -2.903 -0.134
H -4.691 -2.445 0.384
H -4.127 -2.986 2.048
H -1.897 -2.220 2.545
H -0.061 -0.251 2.321
H -0.862 1.998 -1.548
H 0.593 3.935 -1.922
H 2.413 5.590 -1.020
H 3.226 5.004 0.308
H 5.710 2.994 -0.874
H 4.907 2.879 0.607
H 5.432 4.486 -0.104
H 2.729 1.884 -1.508
H 2.888 3.059 -2.852
H 4.430 2.175 -2.272
H 2.453 3.275 1.828
H 0.628 1.784 2.451
H -2.921 1.419 -0.543
H -4.255 -0.436 -0.426